# 1
Molecular formula: C19H30N6O8PSTb
Method: DFT, ωB97M-V/def2-TZVPD

```
66
C19H30N6O8PSTb | the OMol25 dataset | ωB97M-V/def2-TZVPD
N 0.483 4.934 -1.206
H -1.563 -6.504 1.969
C 2.921 0.469 -2.327
H -2.430 0.747 -0.676
C 0.970 -5.882 -0.885
H 1.262 6.504 -0.024
O -0.544 -2.467 -0.859
O 1.517 -3.240 -1.913
H 3.662 -0.619 -0.736
H 1.222 -0.948 3.477
H 2.193 4.979 0.037
N -2.122 -0.176 -0.402
C -0.882 5.537 1.173
H -1.405 5.211 2.070
H -0.872 6.552 -1.239
H -2.570 -0.852 -1.008
H 0.057 3.362 2.422
N 0.486 5.028 1.217
C 0.656 -7.175 -0.493
O 1.730 0.808 0.956
P -0.337 2.565 0.168
N 2.828 -0.578 -1.307
H 0.362 0.574 3.722
O 2.785 1.109 2.908
H 3.460 0.161 -3.223
C -1.351 0.176 1.887
H -1.438 5.082 -2.077
H -0.429 -9.531 0.156
C 1.199 5.420 0.056
O 1.453 -2.540 0.427
C 0.535 3.572 1.466
H -2.450 3.325 -0.822
H 2.732 -1.483 -1.760
Tb 0.507 -0.525 -0.177
C -0.852 -6.328 1.169
H -0.855 6.628 1.155
H 1.670 -5.689 -1.687
H -1.587 -8.906 1.336
H -3.403 0.003 1.342
H 0.017 3.126 -2.207
C 1.557 0.975 -2.779
C 1.866 0.662 2.254
C 0.487 3.428 -1.272
O 0.532 0.504 -2.136
H 1.531 3.119 -1.331
H -1.012 -4.186 1.297
N -1.623 5.069 0.000
N -0.345 -0.647 2.137
C -0.252 -7.414 0.534
C 0.359 -4.822 -0.234
S 0.740 -3.187 -0.699
C -2.459 -0.434 1.028
H -2.486 3.400 0.940
C 0.744 -0.114 2.966
H 0.100 -9.127 1.786
O -1.481 1.387 2.216
H 1.572 3.241 1.538
H 1.124 -8.013 -0.996
C -1.876 3.613 0.063
C -0.553 -5.031 0.796
C -0.563 -8.822 0.973
H 0.963 5.302 -2.026
C -0.948 5.467 -1.186
H 3.445 1.330 -1.914
O 1.525 1.829 -3.651
H -2.480 -1.510 1.176
```

The spin multiplicity is 7. The calculation puts the total energy at -88071.552 eV. For the gap between HOMO and LUMO (alpha / beta), the calculation gives 7.83 / 7.83 eV. As for the energy above the lowest of the compared OMol25 structures with the same formula, charge and spin: 22.3 kJ/mol. The highest occupied orbital energy (alpha / beta) comes out at -8.084 / -8.082 eV.

From a Löwdin analysis of the wavefunction, the atomic charges in e read:
1 N -0.065
2 H 0.117
3 C -0.149
4 H 0.060
5 C -0.036
6 H 0.138
7 O -0.413
8 O -0.293
9 H 0.104
10 H 0.119
11 H 0.146
12 N -0.037
13 C -0.157
14 H 0.139
15 H 0.137
16 H 0.084
17 H 0.100
18 N -0.138
19 C -0.032
20 O -0.285
21 P 1.068
22 N -0.034
23 H 0.121
24 O 0.049
25 H 0.124
26 C -0.644
27 H 0.142
28 H 0.076
29 C -0.116
30 O -0.396
31 C -0.257
32 H 0.093
33 H 0.057
34 Tb 1.580
35 C -0.032
36 H 0.131
37 H 0.115
38 H 0.077
39 H 0.113
40 H 0.094
41 C -0.669
42 C -0.636
43 C -0.246
44 O -0.219
45 H 0.099
46 H 0.121
47 N -0.144
48 N -0.051
49 C -0.265
50 C -0.277
51 S 0.471
52 C -0.168
53 H 0.090
54 C -0.134
55 H 0.086
56 O -0.107
57 H 0.093
58 H 0.115
59 C -0.281
60 C -0.035
61 C -0.049
62 H 0.180
63 C -0.123
64 H 0.124
65 O 0.019
66 H 0.107

=====

# 2
Molecular formula: C14H22MoNO6
Method: DFT, ωB97M-V/def2-TZVPD

```
44
C14H22MoNO6 | the OMol25 dataset | ωB97M-V/def2-TZVPD
H 3.410 1.003 -4.149
C 0.934 -0.209 -2.188
H -2.453 -0.165 2.901
H -2.979 -1.152 -0.487
H 1.642 -3.192 2.092
O 3.296 2.597 0.734
C 3.045 1.557 -2.098
H 1.100 -1.992 3.296
H 3.260 -0.518 0.610
O -1.050 -1.257 1.810
C 2.461 1.897 0.326
O -1.415 0.223 -0.685
C -1.715 -0.929 3.112
H -3.971 0.350 -2.095
C -3.707 0.824 -1.150
H 3.872 2.251 -2.005
N 1.172 0.485 -1.058
C 1.735 -0.052 -3.307
H -2.761 2.678 -0.494
H -0.973 -0.573 3.822
C 2.920 -1.016 1.510
H -2.944 0.137 0.763
H -0.944 -3.236 2.487
Mo 0.029 0.276 0.797
H 1.523 -0.634 -4.194
H -4.628 1.075 -0.625
O 1.434 1.385 1.195
H 0.092 -0.887 -2.192
H -0.609 2.029 -1.508
H -3.132 2.641 -2.221
C -1.483 1.403 -1.673
C 2.223 1.328 -1.023
C 2.787 0.854 -3.276
C -0.397 -2.570 1.823
H -1.447 0.931 -2.653
C -2.862 -0.089 -0.297
C 1.009 -2.322 2.261
O -0.963 1.286 1.604
C -2.810 2.035 -1.374
H -0.454 -2.949 0.803
O 1.458 -1.239 1.374
H -2.197 -1.840 3.455
H 3.385 -1.996 1.573
H 3.106 -0.427 2.404
```

As for the net charge: +3. The calculation puts the total energy at -30475.401 eV. For the gap between HOMO and LUMO, the calculation gives 7.81 eV. As for the energy above the lowest of the compared OMol25 structures with the same formula, charge and spin: 68.8 kJ/mol. The highest occupied orbital energy comes out at -20.794 eV.

From a Löwdin analysis of the wavefunction, the atomic charges in e read:
1 H 0.153
2 C -0.070
3 H 0.098
4 H 0.146
5 H 0.164
6 O 0.307
7 C 0.096
8 H 0.161
9 H 0.095
10 O -0.361
11 C -0.396
12 O -0.366
13 C 0.054
14 H 0.143
15 C -0.110
16 H 0.163
17 N -0.045
18 C 0.044
19 H 0.138
20 H 0.120
21 C 0.054
22 H 0.102
23 H 0.162
24 Mo 2.079
25 H 0.147
26 H 0.151
27 O -0.212
28 H 0.135
29 H 0.125
30 H 0.155
31 C -0.085
32 C -0.177
33 C 0.070
34 C -0.086
35 H 0.144
36 C -0.071
37 C -0.087
38 O -0.220
39 C -0.117
40 H 0.155
41 O -0.343
42 H 0.126
43 H 0.125
44 H 0.130

=====

# 3
Molecular formula: C42H108AsB3F6N4NaO6Sn
Method: DFT, ωB97M-V/def2-TZVPD

```
172
C42H108AsB3F6N4NaO6Sn | the OMol25 dataset | ωB97M-V/def2-TZVPD
H 13.935 4.052 19.229
C 11.167 7.151 25.168
Na 4.424 7.353 18.717
H 12.294 12.120 23.400
H 3.341 9.443 27.062
H 8.253 3.071 20.526
H 3.624 8.424 15.819
H 6.256 6.557 22.968
C 10.678 10.930 22.928
C 0.811 11.778 17.741
H 4.507 11.840 22.302
H 5.245 12.513 20.011
H 6.496 7.398 26.499
H 4.343 7.574 25.759
H 5.177 3.717 22.466
H 10.582 7.443 18.776
H 3.919 7.626 23.950
H 4.745 12.913 18.398
C 7.449 3.703 20.904
H 8.128 5.580 12.823
H 6.716 11.517 15.060
H 5.401 11.047 23.526
C 5.793 2.842 22.676
C 10.505 10.841 24.471
H 7.985 8.005 19.447
C 1.789 6.553 16.800
C 6.809 6.460 23.902
H 3.553 11.297 23.659
H 9.877 8.195 10.864
H 2.668 9.850 19.508
H 6.970 6.898 18.562
H 9.156 13.096 17.461
C 14.775 5.998 19.967
H 3.005 4.877 17.031
C 14.527 7.125 17.819
H 7.194 10.493 17.396
C 7.326 5.749 9.029
H 6.463 8.524 18.596
H 7.990 4.743 10.666
H 4.112 10.582 20.423
H 9.138 13.022 19.210
H 1.035 5.856 17.166
H 7.556 6.712 8.573
H 7.410 9.452 9.778
B 4.426 11.080 23.064
H 9.999 8.182 23.188
N 8.200 6.750 11.044
As 2.373 5.907 21.445
H 6.415 6.003 15.777
H 4.036 8.915 20.092
C 2.354 9.122 26.732
H 3.392 8.486 13.426
C 2.512 8.603 25.311
H 6.413 7.707 20.118
C 2.985 5.699 16.315
H 11.241 7.836 21.899
C 6.786 13.490 18.792
H 3.120 6.557 25.033
H 1.944 8.317 27.341
H 12.137 7.524 25.498
H 15.453 4.435 18.473
H 6.649 3.353 20.251
H 8.271 7.530 26.337
H 10.486 11.864 24.847
H 9.343 5.487 9.761
F 3.990 6.652 21.800
C 8.859 12.477 18.307
H 15.417 3.852 20.115
H -1.233 12.142 17.184
H 7.616 4.777 20.820
H 8.320 11.987 15.600
H 5.334 5.461 14.646
C 7.166 7.846 24.453
H 5.029 14.154 19.680
H 9.706 8.137 13.181
F 2.720 6.133 19.734
H 7.531 4.991 8.273
C 7.256 12.085 15.817
H 10.901 6.320 25.821
H 5.746 4.482 17.625
H 6.189 5.858 24.566
C 3.570 7.516 13.890
H 6.301 5.786 9.397
H 7.082 8.994 11.384
H 6.355 3.599 16.205
H 11.394 10.424 24.944
C 7.915 9.197 10.710
H 16.208 7.985 16.888
H 12.296 5.757 18.360
H 6.882 13.091 15.629
H 1.946 7.234 17.636
B 6.962 7.775 19.191
H 7.380 13.962 19.574
O 0.517 10.781 18.352
H 1.409 7.160 15.978
H 2.780 5.144 15.400
O 1.826 9.034 24.447
H 13.994 7.940 17.330
C 5.586 4.283 16.565
H 9.768 6.058 12.158
H 12.444 11.377 21.811
F 3.102 4.266 21.315
H 2.045 12.464 16.204
H 7.750 5.915 23.820
H 11.631 8.384 19.708
C 9.612 11.151 18.389
H 5.515 1.943 22.127
H 14.310 6.090 20.949
N 7.393 12.233 18.367
H 14.423 6.253 17.173
H 12.208 6.096 19.971
C 5.419 5.562 15.728
H 1.661 9.963 26.711
C 11.380 6.685 23.739
H 6.781 14.175 17.943
C 7.137 3.314 22.344
C 11.741 11.841 22.503
H 5.196 7.975 15.072
B 3.729 9.874 19.705
H 4.242 7.077 13.153
H 8.939 7.125 14.405
H 11.287 12.747 22.101
F 0.757 5.396 20.852
Sn 6.878 10.414 21.087
H 15.689 6.514 20.261
H 2.725 11.085 17.222
C 8.868 7.946 10.535
O 9.820 10.367 22.182
H 10.427 7.949 25.239
C 11.634 7.724 18.840
C 12.542 6.567 19.046
F 1.928 5.599 23.212
H 5.720 2.786 23.762
H 10.674 11.341 18.229
C 5.392 13.239 19.212
C 8.332 5.635 10.140
H -0.152 13.336 16.456
C 8.741 6.356 12.366
H -0.459 13.469 18.158
H 2.648 6.940 13.957
O 12.197 5.788 23.568
H 4.670 3.699 16.479
O 8.026 3.362 23.193
C 10.593 7.426 22.674
H 4.324 9.959 18.809
C 4.187 7.640 15.312
H 7.949 8.126 13.423
H 8.375 9.995 11.293
H 9.716 6.876 22.334
H 11.880 8.276 17.933
C 14.906 4.512 19.414
F 1.657 7.613 21.566
C 8.843 7.504 13.388
C 7.311 7.908 25.985
N 4.246 6.448 16.119
H 9.520 10.609 19.330
H 16.704 6.738 18.134
H 16.262 8.258 18.637
C 2.196 12.037 17.196
C -0.341 12.745 17.352
H 5.687 11.376 17.273
H 2.633 12.808 17.831
O 7.540 8.733 23.667
C 3.579 7.544 24.983
H 9.558 10.384 24.761
H 7.273 8.962 26.260
C 16.011 7.534 17.861
H 9.377 10.376 17.659
H 4.299 10.190 22.468
H 9.039 7.920 9.459
N 13.978 6.979 19.140
C 6.770 11.481 17.212
```

As for the net charge: -1. The calculation puts the total energy at -152964.183 eV. For the gap between HOMO and LUMO, the calculation gives 6.55 eV. The highest occupied orbital energy comes out at -5.900 eV.

Löwdin population analysis, charges in e, atoms 1 to 99:
1 H 0.061
2 C -0.024
3 Na 0.280
4 H 0.080
5 H 0.071
6 H 0.082
7 H 0.110
8 H 0.077
9 C -0.420
10 C -0.477
11 H -0.091
12 H 0.018
13 H 0.068
14 H 0.049
15 H 0.075
16 H 0.076
17 H 0.067
18 H 0.058
19 C -0.002
20 H 0.110
21 H 0.057
22 H -0.106
23 C -0.023
24 C -0.013
25 H -0.072
26 C -0.059
27 C -0.012
28 H -0.040
29 H 0.105
30 H -0.025
31 H -0.041
32 H 0.108
33 C -0.208
34 H 0.100
35 C -0.289
36 H 0.086
37 C -0.092
38 H -0.067
39 H 0.112
40 H -0.090
41 H 0.101
42 H 0.083
43 H 0.057
44 H 0.062
45 B -0.473
46 H 0.029
47 N -0.192
48 As 0.981
49 H 0.099
50 H -0.072
51 C -0.026
52 H 0.068
53 C -0.499
54 H -0.070
55 C -0.243
56 H 0.077
57 C -0.291
58 H 0.070
59 H 0.075
60 H 0.085
61 H 0.054
62 H 0.070
63 H 0.070
64 H 0.083
65 H 0.118
66 F -0.285
67 C -0.252
68 H 0.062
69 H 0.075
70 H 0.086
71 H 0.060
72 H 0.100
73 C -0.407
74 H 0.089
75 H 0.065
76 F -0.279
77 H 0.073
78 C -0.063
79 H 0.088
80 H 0.070
81 H 0.083
82 C -0.081
83 H 0.082
84 H 0.052
85 H 0.072
86 H 0.083
87 C -0.076
88 H 0.067
89 H 0.111
90 H 0.062
91 H 0.073
92 B -0.493
93 H 0.112
94 O 0.080
95 H 0.064
96 H 0.108
97 O 0.098
98 H 0.103
99 C -0.076

=====

We obtain F_max values of 1.7, 0.4, 5.0 eV Å⁻¹ for the records listed above, in that order.